Density functional theory data (ωB97M-V with the def2-TZVPD basis set) for a 12-piece molecular cluster, C99H186F3N9O9 overall at a distorted geometry.

XYZ file:
```
306
Properties=species:S:1:pos:R:3:forces:R:3
C 12.22520 15.66573 23.16136 0.631 0.325 0.500
C 12.80738 14.88590 21.97274 -1.572 -1.287 1.023
C 12.01546 13.53925 21.89098 -0.100 1.308 0.045
C 10.54178 13.77985 21.54024 0.776 -0.314 -0.009
C 10.41718 14.58613 20.25111 0.939 -0.007 -0.399
C 11.32378 15.91343 20.14488 -0.477 -0.748 -0.159
N 12.65148 15.59541 20.71949 -1.035 -1.838 -0.962
O 13.53752 16.64264 20.60766 0.495 1.012 -0.005
C 11.50530 16.30485 18.62796 -0.240 -0.869 0.840
C 10.53024 17.02345 20.85908 0.288 0.371 0.297
C 14.24362 14.47345 22.23328 0.726 0.477 -0.597
H 11.14262 15.79099 23.18192 0.096 -0.405 -0.170
H 12.60918 16.68484 23.20696 0.322 0.036 -0.066
H 12.55218 15.14974 24.06410 -0.198 0.098 0.255
H 12.51050 12.89424 21.16504 -0.192 0.098 -0.501
H 12.10520 12.97260 22.81778 -0.021 0.318 0.336
H 9.93224 14.25813 22.30694 0.360 -0.202 0.419
H 10.21598 12.74580 21.42766 -0.931 0.182 -0.339
H 9.36814 14.84708 20.11136 0.045 0.224 -0.248
H 10.68926 13.85524 19.48962 0.153 0.379 -0.587
H 12.21802 15.64251 18.13658 0.046 -0.177 0.145
H 10.53008 16.12345 18.17615 -0.082 0.185 -0.236
H 11.82150 17.32437 18.40726 -0.067 0.083 0.457
H 9.89005 16.59371 21.62954 -0.018 0.172 0.066
H 11.18518 17.76207 21.32124 0.187 -0.099 0.094
H 9.90483 17.61278 20.18852 -0.127 -0.301 -0.245
H 14.85218 15.37132 22.34098 0.257 -0.182 0.245
H 14.65824 13.88482 21.41492 -0.140 0.288 -0.601
H 14.41066 13.77038 23.04930 -0.518 0.466 0.562
H 14.11146 16.31048 19.91350 0.433 0.484 -0.239
C 9.96306 13.56916 15.23312 1.225 -0.034 0.048
C 10.15644 14.05806 13.78770 -0.431 1.456 1.013
C 9.19732 15.30550 13.62426 0.194 -0.506 0.271
C 9.74076 16.66196 14.07344 0.531 -0.566 -0.087
C 11.09800 16.89773 13.42324 0.245 -0.075 0.164
C 12.18598 15.79283 13.76290 -1.285 0.406 -0.097
N 11.57678 14.46851 13.45144 -2.158 1.023 -1.258
O 12.45448 13.40526 13.46864 0.741 -0.655 0.612
C 13.47210 16.05428 12.90614 -0.797 -0.506 0.156
C 12.52050 15.93283 15.23912 1.335 -0.272 -0.269
C 9.63730 12.94241 12.89234 1.504 -0.048 -1.044
H 10.67496 12.76135 15.40272 0.065 -0.118 0.231
H 8.96686 13.17242 15.42878 -0.039 0.211 -0.126
H 10.20494 14.37855 15.92194 -0.177 -0.100 0.217
H 8.84555 15.26495 12.59338 -0.052 0.524 -0.056
H 8.36140 15.12909 14.30116 -0.358 -0.385 -0.375
H 9.76018 16.67756 15.16316 0.406 -0.101 0.169
H 9.07234 17.49243 13.84618 -0.180 -0.146 -0.388
H 11.46596 17.88416 13.70548 0.377 -0.040 0.291
H 10.87468 17.01759 12.36312 0.415 -0.503 -0.347
H 14.30170 15.36853 13.07818 -0.241 -0.371 0.295
H 13.19526 15.95586 11.85648 0.079 0.222 -0.105
H 13.89884 17.03618 13.11070 -0.380 0.198 -0.065
H 13.16048 16.81235 15.30954 -0.296 0.350 0.561
H 11.70552 15.92133 15.96286 0.039 0.211 -0.363
H 13.20552 15.11720 15.47060 -0.094 -0.248 0.301
H 9.64092 13.26749 11.85194 -0.725 0.320 -0.114
H 8.69576 12.50222 13.22076 0.043 0.296 -0.118
H 10.38984 12.15839 12.80816 -0.065 -0.404 0.641
H 12.50540 13.13860 12.54784 0.221 -0.119 -0.120
C 19.27242 21.97547 12.83140 0.936 -0.071 1.383
C 20.48462 21.88215 11.81302 -2.159 0.687 1.504
C 19.86426 21.23671 10.61290 -0.553 -0.923 -2.350
C 18.91702 22.07625 9.76792 0.186 2.101 -0.013
C 19.65552 23.39811 9.42844 -0.140 -1.130 0.714
C 20.22500 24.17309 10.67170 -0.994 0.454 -0.515
N 21.01922 23.24621 11.51488 0.756 -1.223 -0.993
O 21.48774 23.80494 12.76330 -0.864 0.067 -0.765
C 21.06990 25.32869 10.09209 0.580 -0.092 0.290
C 19.07456 24.88724 11.39238 -0.286 -0.663 0.145
C 21.59044 20.90770 12.31464 0.082 1.331 -0.368
H 19.46572 21.22116 13.59410 -0.322 -0.361 0.004
H 18.25182 21.84872 12.47030 0.249 -0.178 -0.514
H 19.23967 22.88339 13.43364 0.344 0.291 -0.257
H 20.68780 20.86804 10.00139 0.058 0.065 -0.515
H 19.26454 20.34864 10.81230 0.442 -0.251 0.960
H 17.94758 22.29245 10.21684 0.142 0.116 0.941
H 18.51920 21.71391 8.82000 0.828 -0.921 -0.164
H 18.96512 23.98990 8.82739 0.320 0.563 0.158
H 20.46878 23.05001 8.79162 0.318 0.454 -0.112
H 21.46402 26.01940 10.83754 0.177 -0.280 0.486
H 21.90836 24.96285 9.49942 -0.028 -0.023 -0.097
H 20.46050 26.01382 9.50276 -0.187 -0.426 -0.343
H 19.46394 25.40372 12.26970 -0.181 0.256 -0.121
H 18.60547 25.54817 10.66352 0.067 0.355 0.269
H 18.28288 24.21810 11.72942 0.088 -0.133 0.062
H 21.89528 21.11195 13.34102 -0.211 -0.062 -0.046
H 22.44762 21.11058 11.67262 0.198 -0.143 -0.001
H 21.31502 19.86203 12.17752 -0.257 0.116 0.172
H 22.20058 24.36714 12.45126 0.297 0.023 0.126
C 19.77241 15.60383 17.14436 -0.391 -0.040 0.334
C 20.70238 14.50625 17.72182 2.032 1.553 -0.791
C 21.48488 13.89553 16.44612 0.139 0.532 1.050
C 22.84770 13.29256 16.81468 0.193 0.660 -0.025
C 23.69580 14.35692 17.53678 -0.740 -1.156 -0.394
C 23.10206 14.75711 18.87305 0.451 -0.004 -1.116
N 21.68024 15.22121 18.64064 2.591 -0.895 -3.085
O 21.07970 15.79499 19.70282 -0.871 0.281 1.846
C 23.27052 13.65266 19.87846 -1.669 -0.647 1.428
C 24.04410 15.84883 19.31782 -1.196 1.345 2.419
C 20.00222 13.44629 18.50780 -0.561 -0.912 -0.660
H 19.26322 16.13745 17.94690 -0.461 -0.266 0.077
H 19.04734 15.19939 16.43810 -0.287 -0.366 0.337
H 20.21076 16.41895 16.56858 0.975 -0.262 0.083
H 20.80082 13.23337 15.91536 -0.015 -0.324 0.220
H 21.68226 14.70093 15.73866 -0.080 0.300 0.120
H 23.50462 12.99130 15.99870 -0.674 -0.183 -0.651
H 22.72704 12.39698 17.42416 0.054 0.050 0.275
H 23.88020 15.26346 16.96034 -0.444 -0.035 -0.451
H 24.68838 13.92321 17.65832 0.078 0.033 0.497
H 22.52002 12.86993 19.76808 0.450 -0.504 -0.592
H 24.27170 13.25388 20.04192 -0.012 0.062 -0.426
H 22.92216 14.01232 20.84664 0.300 0.416 0.342
H 23.76934 16.01398 20.35960 -0.091 0.389 0.418
H 25.08418 15.55634 19.46191 0.013 -0.096 -0.912
H 23.86090 16.83300 18.88658 0.433 -0.188 -0.660
H 19.48098 13.76240 19.41138 0.123 0.312 -0.103
H 20.72284 12.66989 18.76466 -0.105 -0.074 0.094
H 19.27908 13.01114 17.81798 -0.316 -0.317 0.220
H 21.01478 16.72554 19.47597 -0.022 0.300 0.153
C 18.67434 13.24480 24.42934 0.513 -0.776 0.488
C 18.45434 14.44521 23.52454 0.452 -0.424 -1.205
C 17.62352 15.50519 24.21562 0.506 0.825 1.031
C 18.41910 16.38439 25.15606 1.739 0.743 -0.689
C 19.62590 17.05012 24.43850 -1.036 -0.162 1.159
C 20.58360 16.07316 23.79294 -1.062 -1.525 0.031
N 19.73619 15.06647 22.99384 -1.250 3.370 1.343
O 20.55425 14.32137 22.20804 0.652 -2.120 -0.159
C 21.37052 16.98085 22.84010 1.003 -1.569 -0.151
C 21.52604 15.26932 24.80554 -0.470 1.427 -0.916
C 17.60594 13.92058 22.33992 0.256 -0.119 -0.424
H 19.00296 13.46786 25.44440 0.363 0.313 -0.089
H 19.38706 12.56767 23.95858 0.274 0.058 0.074
H 17.79042 12.62637 24.58532 -0.359 0.271 -0.217
H 17.14336 16.15450 23.48354 -0.159 -0.082 -0.130
H 16.88568 15.11757 24.91808 -0.486 -0.747 -0.717
H 18.92109 15.83778 25.95438 -0.623 -0.340 0.344
H 17.74820 17.13558 25.57286 0.195 0.037 0.256
H 20.19048 17.61991 25.17652 0.068 0.203 0.073
H 19.28054 17.76555 23.69218 0.032 -0.133 -0.096
H 22.10848 16.33578 22.36322 0.243 0.224 -0.365
H 20.75752 17.43856 22.06368 -0.158 -0.016 0.187
H 21.93302 17.72679 23.40158 -0.204 0.122 0.058
H 20.97572 14.92251 25.68018 -0.038 -0.131 -0.157
H 22.03718 14.45219 24.29650 -0.322 -0.087 -0.056
H 22.31128 15.94225 25.15006 0.048 0.110 0.171
H 18.18289 13.42870 21.55680 0.394 -0.249 0.283
H 17.04024 14.67298 21.79038 0.045 0.367 0.343
H 16.90472 13.19072 22.74450 -0.146 0.051 -0.176
H 20.64830 14.79179 21.37650 -0.177 0.323 -0.502
C 12.68356 25.75077 19.91144 0.007 1.277 -1.162
C 13.81056 25.32330 20.83490 -0.508 -0.947 -0.050
C 13.07436 24.19333 21.65508 1.409 -0.135 2.168
C 14.11748 23.39356 22.49000 -0.329 -0.191 -2.319
C 15.03010 22.73120 21.43106 0.249 1.034 -0.024
C 15.87136 23.76444 20.51866 -2.231 -1.323 0.335
N 14.92468 24.80112 19.99666 -1.166 -3.462 1.893
O 15.54736 25.67335 19.14932 0.183 1.227 -0.295
C 16.96056 24.32221 21.37048 0.957 0.667 -0.172
C 16.45624 22.98806 19.31712 1.089 -0.238 1.070
C 14.26354 26.48383 21.70002 -1.321 0.748 -0.387
H 12.83328 26.68797 19.37540 0.446 0.573 0.343
H 11.76202 25.89810 20.47464 -0.091 -0.305 -0.151
H 12.58246 25.09953 19.04325 -0.344 -0.731 0.536
H 12.44746 24.59545 22.45096 -0.242 1.069 -0.338
H 12.35610 23.57515 21.11652 0.628 -0.201 -0.589
H 13.71642 22.61025 23.13320 -0.387 0.042 -0.107
H 14.64480 24.07662 23.15592 0.226 0.029 -0.124
H 14.46318 22.15061 20.70334 -0.422 -0.161 0.294
H 15.60580 22.03901 22.04552 0.991 -0.064 -0.731
H 16.56580 24.75856 22.28800 0.114 0.122 -0.082
H 17.72186 23.58870 21.63598 -0.170 -0.283 0.006
H 17.48352 25.06310 20.76575 0.075 0.426 0.276
H 15.87036 22.69007 18.44760 -0.553 0.712 0.152
H 17.36975 23.50475 19.02278 -0.055 0.025 -0.518
H 16.78470 22.02754 19.71410 0.274 0.005 0.151
H 14.77916 26.28814 22.64020 0.423 -0.170 -0.454
H 13.35938 27.02987 21.96918 -0.174 0.081 0.322
H 14.73040 27.15866 20.98256 0.782 0.105 0.505
H 15.05610 25.51598 18.33968 0.267 0.288 -0.450
C 16.36664 11.62786 10.53808 0.777 0.365 1.257
C 17.53742 12.60588 10.87094 0.607 0.364 -0.573
C 17.03736 13.77964 11.76740 -0.536 -2.041 1.819
C 16.96433 13.34834 13.26082 1.287 0.588 0.164
C 18.26684 12.69987 13.77812 -0.790 -1.302 -1.618
C 18.71738 11.48449 12.86254 1.234 0.977 1.082
N 18.76494 11.91895 11.47004 -1.965 2.116 0.790
O 19.35872 10.94162 10.64362 -0.406 0.479 -0.268
C 20.23952 11.29048 13.25220 -0.946 -1.121 0.085
C 17.82834 10.23093 13.14422 1.004 0.918 0.074
C 17.94218 13.34330 9.59418 -0.002 -0.875 -1.217
H 15.92500 11.39335 11.50662 -0.424 -0.110 -0.096
H 16.72974 10.67712 10.14776 0.025 0.214 -0.371
H 15.62022 12.10663 9.90425 0.100 -0.144 -0.102
H 17.59632 14.70695 11.64196 0.187 -0.214 -0.008
H 15.98280 13.95558 11.55514 0.058 0.285 -0.733
H 16.15383 12.66527 13.51496 -0.244 -0.018 -0.511
H 16.76756 14.25235 13.83716 -0.068 0.104 0.236
H 18.01576 12.17339 14.69894 0.459 0.547 0.542
H 19.12020 13.37610 13.82898 -0.245 0.182 0.332
H 20.59850 10.36191 12.80836 0.185 0.053 -0.105
H 20.88834 12.11336 12.95222 -0.328 0.112 -0.242
H 20.36200 11.16939 14.32850 -0.220 0.022 0.163
H 17.93629 9.60939 12.25532 -0.582 -0.312 0.240
H 18.14928 9.69966 14.04024 0.435 -0.132 -0.131
H 16.82370 10.55252 13.41874 -0.240 -0.183 -0.692
H 17.11706 13.97552 9.26620 -0.100 0.068 0.109
H 18.07487 12.62156 8.78821 0.114 -0.107 -0.177
H 18.83976 13.96169 9.58843 0.063 -0.048 0.659
H 20.06699 11.52225 10.35586 0.517 -0.688 -0.591
C 14.07000 27.86864 13.90496 0.589 -0.251 -0.636
C 14.49016 26.70769 14.87256 -0.969 -0.487 -2.107
C 13.12942 26.29106 15.46984 0.216 -1.202 -0.427
C 13.17008 24.97271 16.19531 0.826 -0.964 -0.174
C 13.68054 23.80735 15.22706 0.231 1.829 2.031
C 15.01564 24.16706 14.51418 0.495 0.580 -1.591
N 15.09966 25.59571 14.10520 -3.356 -0.449 -0.333
O 16.18500 25.94514 13.31168 0.892 -0.118 0.628
C 16.20259 23.83470 15.41370 0.059 -0.741 0.115
C 15.04018 23.29874 13.21394 0.225 0.259 0.248
C 15.46094 27.17930 15.83178 1.401 1.832 1.955
H 13.88710 28.82817 14.38866 -0.022 -0.186 0.374
H 13.18702 27.62121 13.31574 -0.133 -0.200 0.230
H 14.82566 28.07900 13.14810 0.360 0.048 0.148
H 12.71612 27.07949 16.09884 0.044 0.159 -0.187
H 12.49446 26.08083 14.60918 -0.344 0.519 -0.051
H 12.22532 24.68176 16.65454 -0.302 0.071 -0.378
H 13.79948 25.08489 17.07812 0.480 -0.307 -0.026
H 12.83908 23.50323 14.60450 0.329 0.140 -0.403
H 13.91824 22.99684 15.91602 -0.073 -0.395 -0.279
H 17.18092 24.13968 15.04228 -0.201 0.255 -0.383
H 16.10256 24.26216 16.41138 -0.135 -0.092 0.083
H 16.23856 22.74727 15.47938 0.131 -0.182 0.412
H 15.01352 22.24611 13.49566 -0.230 -0.100 -0.054
H 14.19986 23.55970 12.57062 -0.295 -0.129 0.255
H 15.90310 23.42164 12.55946 0.388 0.253 0.414
H 15.00714 28.04693 16.31073 0.259 0.081 0.647
H 16.38376 27.55075 15.38626 -0.086 -0.010 -0.451
H 15.83050 26.46654 16.56900 -0.474 -0.155 0.098
H 15.82568 26.40321 12.54836 -0.234 -0.183 -0.218
C 17.23448 17.52249 20.22427 -1.243 -0.199 -0.910
C 16.90584 18.57897 19.11056 1.374 0.109 -0.147
C 18.27068 19.37420 19.05526 -0.539 0.138 -0.425
C 18.42540 20.22621 17.82202 -1.047 -0.093 -1.167
C 18.19396 19.42657 16.52413 -0.151 -0.346 0.578
C 16.84004 18.64148 16.46496 0.632 -0.090 -0.978
N 16.61474 17.96350 17.75302 3.149 1.353 0.484
O 15.50042 17.19875 17.70137 -1.911 -0.904 0.468
C 15.66122 19.59504 16.01930 0.781 -1.094 -0.167
C 17.06876 17.49909 15.31680 -0.313 -0.066 0.832
C 15.79102 19.52567 19.58250 -0.367 -0.947 -1.280
H 17.55464 18.04836 21.12374 0.073 0.027 -0.025
H 17.98652 16.79018 19.93062 0.202 0.228 -0.190
H 16.34890 16.93989 20.47808 -0.199 0.005 0.161
H 18.35582 20.02539 19.92520 -0.459 0.059 0.306
H 19.13894 18.72631 19.17554 -0.139 -0.447 -0.359
H 19.36680 20.77554 17.81388 0.097 -0.120 -0.142
H 17.63512 20.97059 17.72464 -0.052 0.435 0.736
H 19.00256 18.70457 16.41024 0.104 0.002 -0.231
H 18.16631 20.13216 15.69378 0.329 -0.151 -0.218
H 14.78050 18.96560 15.89194 -0.322 0.278 0.501
H 15.53394 20.44439 16.69052 -0.255 -0.208 0.185
H 15.83338 20.00247 15.02308 0.384 0.031 -0.076
H 16.51625 16.56638 15.43022 -0.817 0.207 0.538
H 16.82966 17.76966 14.28834 0.088 0.678 0.085
H 18.06373 17.05394 15.31876 0.444 0.723 0.156
H 15.87836 19.64488 20.66245 -0.340 0.597 -0.175
H 14.83190 19.11743 19.26388 -0.254 -0.732 0.801
H 15.72656 20.40375 18.93992 0.766 0.531 0.653
H 15.84704 16.33107 17.48090 -0.127 -0.432 0.088
F 16.91208 14.34968 17.61462 -0.251 -0.254 0.050
C 15.91738 13.40683 17.64247 1.495 0.587 -0.536
C 15.83936 12.56169 18.68702 0.079 -0.369 1.839
C 14.74478 11.71974 18.81894 -0.379 0.173 -1.030
C 13.80840 11.64336 17.76526 0.636 0.910 0.429
C 14.02024 12.44743 16.62512 -0.256 -0.001 0.646
C 15.10238 13.31401 16.57360 -0.836 0.215 -0.912
H 16.59292 12.64758 19.45591 -0.015 -0.033 0.251
H 14.60674 11.21285 19.76256 -0.059 -0.338 -0.126
H 12.90336 11.08248 17.94606 -0.053 -0.131 -0.406
H 13.32126 12.59270 15.81472 -0.302 -0.681 -0.079
H 15.27424 13.96853 15.73190 -0.156 0.046 -0.146
F 15.23442 20.97384 26.36464 -1.186 -0.129 1.520
C 16.15696 20.76506 25.46234 0.819 0.112 -1.444
C 16.31136 19.52510 24.86566 -0.988 -0.054 1.817
C 17.20035 19.39189 23.86912 0.607 -0.957 -0.876
C 17.91050 20.45947 23.41022 0.788 1.449 -0.686
C 17.79508 21.71600 24.01734 -0.403 -0.354 0.300
C 16.90366 21.86966 25.08158 0.078 -0.761 -0.087
H 15.87214 18.60372 25.21858 -0.635 0.299 0.304
H 17.32856 18.37782 23.52038 0.176 0.157 -0.531
H 18.55397 20.35229 22.54948 0.232 -0.038 -0.012
H 18.36901 22.56085 23.66628 0.083 -0.019 -0.023
H 16.74110 22.73888 25.70158 0.213 0.423 -0.392
F 21.41178 18.43655 18.32716 -0.329 -0.262 0.181
C 21.97754 19.52618 17.80622 1.218 1.788 -0.448
C 22.42324 19.53171 16.50245 -0.042 0.087 -1.014
C 23.04006 20.66950 15.96310 0.154 1.896 0.814
C 23.25492 21.80774 16.74345 -0.945 -0.346 2.081
C 22.78264 21.79592 18.09006 0.852 -0.116 -1.204
C 22.16968 20.68586 18.58600 -1.177 -1.633 0.315
H 22.23378 18.72673 15.80780 -0.050 -0.404 0.284
H 23.31274 20.86668 14.93686 -0.023 -1.063 -0.277
H 23.68614 22.74999 16.43912 0.187 -0.261 -0.651
H 22.93824 22.59979 18.79430 -0.013 0.378 -0.317
H 21.71548 20.70720 19.56562 0.192 -0.109 0.287
```
Positions in Å, forces in eV/Å.

net charge = 0
M = 1703.6 g/mol
calculated total energy = -5352.71313 Ha
SMILES string = CC1(C)CCCC(C)(C)N1O.CC1(C)CCCC(C)(C)N1O.CC1(C)CCCC(C)(C)N1O.CC1(C)CCCC(C)(C)N1O.CC1(C)CCCC(C)(C)N1O.CC1(C)CCCC(C)(C)N1O.CC1(C)CCCC(C)(C)N1O.CC1(C)CCCC(C)(C)N1O.CC1(C)CCCC(C)(C)N1O.Fc1ccccc1.Fc1ccccc1.Fc1ccccc1
LUMO energy = 0.330 eV